(1)
Computed, not measured: C6H10O as an isolated structure in a non-equilibrium geometry, with wB97M-V/def2-TZVPD.

Last column: Mulliken charge in e.
Element x y z (Å)
C 2.094 0.358 0.099  -1.513
C 0.617 0.078 -0.057  0.887
C -0.127 -1.153 0.524  -0.514
C -0.882 -0.931 -0.783  -0.095
C -1.735 0.265 -0.332  -0.762
C -0.484 1.092 0.371  -0.711
O 0.268 -0.316 -1.400  -0.545
H 2.369 1.306 -0.370  0.351
H 2.682 -0.413 -0.411  0.363
H 2.402 0.390 1.148  0.314
H -0.740 -0.812 1.368  0.193
H 0.378 -2.102 0.672  0.303
H -1.275 -1.749 -1.400  0.470
H -2.574 -0.054 0.308  0.292
H -2.202 0.744 -1.203  0.344
H -0.450 2.114 -0.008  0.344
H -0.340 1.184 1.474  0.279

Output
HOMO level	-9.485	eV
F_max	1.2	eV/A
frontier orbital gap	0.3872	hartree
calculated total energy	-309.79018	Ha
LUMO energy	1.1	eV

---

(2)
Computed, not measured: C2H3N2OS as an isolated structure in a non-equilibrium geometry, with wB97M-V/def2-TZVPD.

Last column: Mulliken charge in e.
Element x y z (Å)
C -0.334 -1.027 0.072  -0.343
C -0.629 0.359 -0.222  -0.117
N 0.867 -1.469 0.354  -0.431
N 0.647 1.111 -0.369  -0.130
O 0.852 2.039 0.461  -0.529
S 2.169 -0.617 -0.061  -0.334
H -1.117 -1.682 0.339  0.382
H -1.202 0.625 -1.140  0.227
H -1.253 0.661 0.568  0.276

Output
HOMO level (alpha / beta)	-1.980 / -2.207	eV
F_max	3.5	eV/A
frontier orbital gap (alpha / beta)	0.2300 / 0.2347	hartree
calculated total energy	-660.84459	Ha
LUMO energy (alpha / beta)	4.3 / 4.2	eV
charge	-1

---

(3)
Computed, not measured: a 2-piece molecular cluster, C6H12 overall, with wB97M-V/def2-TZVPD.

Last column: Mulliken charge in e.
Element x y z (Å)
C -1.116 0.677 1.057  -1.102
C -1.254 -0.707 0.429  -0.279
C 0.078 -1.475 0.394  -0.649
C 1.042 -0.899 -0.606  -0.143
C 2.101 -0.153 -0.303  -0.707
C 0.168 2.297 -1.271  -0.365
H -0.332 1.279 0.569  0.207
H -0.827 0.598 2.113  0.321
H -2.053 1.241 1.007  0.305
H -1.990 -1.291 0.995  0.309
H -1.649 -0.620 -0.593  0.282
H -0.117 -2.528 0.150  0.297
H 0.530 -1.457 1.395  0.317
H 0.814 -1.096 -1.657  0.332
H 2.361 0.068 0.731  0.232
H 2.750 0.265 -1.068  0.290
H 0.438 1.514 -2.013  0.162
H -0.945 2.289 -1.330  0.190

Output
HOMO level (alpha / beta)	-9.388 / -9.493	eV
F_max	0.4	eV/A
frontier orbital gap (alpha / beta)	0.3180 / 0.3225	hartree
calculated total energy	-235.61137	Ha
LUMO energy (alpha / beta)	-0.7 / -0.7	eV

---

What is the formula in the second record?
C2H3N2OS

---

The lowest F_max belongs to which entry?
C6H12